[1]
ORCA calculation (ωB97M-V/def2-TZVPD) on a single CH5OS2 molecule.

## Properties
expectation value of S²	0.762
multiplicity	2
HOMO energy (alpha / beta)	-9.0 / -9.3	eV
relative energy (zero: lowest compared OMol25 entry of this formula, charge and spin)	1.3855	eV
E_LUMO (alpha / beta)	0.48 / -2.11	eV
charge	0

Cartesian coordinates (Å):
O 0.491 -2.249 -0.089
H 0.261 -2.511 -1.034
C 1.433 0.225 -1.006
S -0.111 -0.531 -0.121
S -0.889 1.608 0.792
H 1.180 0.963 -1.822
H 2.192 0.588 -0.213
H 1.864 -0.658 -1.411
H -2.017 1.030 0.500

[2]
ORCA calculation (ωB97M-V/def2-TZVPD) on a gas-phase ion, C2H2NO3 (charge -1).

## Properties
structure (SMILES)	[H]/N=C/OC(=O)[O-]
HOMO energy	-5.2	eV
relative energy (zero: lowest compared OMol25 entry of this formula, charge and spin)	1.2455	eV
E_LUMO	4.34	eV
charge	-1

Cartesian coordinates (Å):
C 0.785 0.145 -0.078
C -1.730 -0.294 -0.069
N 1.756 0.963 0.030
O -2.683 0.394 0.126
O -1.474 -1.534 -0.089
O -0.406 0.656 -0.357
H 1.122 -0.905 0.072
H 2.631 0.574 0.366

[3]
ORCA calculation (ωB97M-V/def2-TZVPD) on a molecular structure, C28H41BrClGeN5OPtS2.

## Properties
HOMO energy	-8.4	eV
relative energy (zero: lowest compared OMol25 entry of this formula, charge and spin)	1.0468	eV
E_LUMO	-1.72	eV
charge	0

Cartesian coordinates (Å):
Pt 2.103 -0.933 0.646
S 4.083 -1.945 1.201
C 3.196 -3.024 2.210
S 1.513 -2.616 2.006
C 3.676 -4.012 3.007
C 5.080 -4.287 3.060
N 6.213 -4.481 3.087
C 2.778 -4.761 3.835
N 2.059 -5.355 4.508
C 3.275 1.322 6.098
C 1.833 0.931 6.397
C 0.909 0.944 5.181
C 1.242 -0.117 4.114
Ge 2.430 0.438 2.668
C 1.967 2.168 1.882
C 2.563 3.341 2.671
C 2.428 4.680 1.944
C 0.982 5.095 1.704
H 3.878 1.328 7.007
H 3.330 2.321 5.657
H 3.749 0.625 5.405
H 1.423 1.612 7.147
H 1.814 -0.069 6.841
H 0.903 1.947 4.744
H -0.112 0.766 5.528
H 0.324 -0.438 3.617
H 1.660 -1.014 4.576
H 3.895 0.518 3.117
H 0.879 2.235 1.815
H 2.353 2.189 0.857
H 3.621 3.149 2.871
H 2.075 3.420 3.647
H 2.960 4.621 0.990
H 2.931 5.449 2.535
H 0.475 4.418 1.014
H 0.925 6.097 1.276
H 0.417 5.101 2.639
Br 2.465 -1.076 -1.839
C -0.882 -0.696 -3.805
C -1.663 0.593 -4.089
C -0.685 1.780 -4.122
C -2.239 0.464 -5.507
C -2.818 0.879 -3.072
O -3.494 2.080 -3.522
C -3.935 -0.184 -2.967
C -3.822 -1.442 -2.090
C -3.076 -2.615 -2.673
C -2.004 -3.182 -1.998
C -1.293 -4.248 -2.532
C -1.676 -4.762 -3.757
Cl -0.793 -6.093 -4.446
C -2.762 -4.238 -4.442
C -3.456 -3.172 -3.892
C -2.382 1.428 -1.690
N -1.502 0.653 -0.808
C -0.179 0.626 -0.745
N 0.196 -0.123 0.283
C -0.978 -0.547 0.828
N -2.027 -0.085 0.206
H 0.066 -0.665 -4.346
H -1.426 -1.575 -4.145
H -0.637 -0.850 -2.757
H -0.056 1.700 -5.009
H -0.008 1.796 -3.269
H -1.212 2.733 -4.166
H -1.429 0.191 -6.185
H -2.659 1.401 -5.876
H -2.992 -0.322 -5.585
H -3.974 1.870 -4.329
H -4.199 -0.486 -3.984
H -4.794 0.380 -2.597
H -4.851 -1.762 -1.900
H -3.408 -1.198 -1.116
H -1.699 -2.773 -1.041
H -0.447 -4.670 -2.007
H -3.057 -4.665 -5.390
H -4.306 -2.767 -4.430
H -3.282 1.614 -1.110
H -1.905 2.390 -1.863
H 0.488 1.140 -1.412
H -1.037 -1.183 1.696

[4]
ORCA calculation (ωB97M-V/def2-TZVPD) on 2 unconnected molecules or ions with the total composition CH2F2N2.

## Properties
structure (SMILES)	N=C=NF.F
HOMO energy	-10.4	eV
relative energy (zero: lowest compared OMol25 entry of this formula, charge and spin)	3.0438	eV
E_LUMO	0.13	eV
charge	0

Cartesian coordinates (Å):
C 0.635 -0.517 -0.137
N -0.464 -0.712 0.365
N 1.544 0.036 -0.698
F -1.553 1.589 0.243
F 2.804 0.306 -0.282
H -0.823 -1.593 0.660
H -2.143 0.891 -0.150

[5]
ORCA calculation (ωB97M-V/def2-TZVPD) on 2 unconnected molecules or ions with the total composition C10H16.

## Properties
expectation value of S²	0.768
multiplicity	2
HOMO energy (alpha / beta)	-14.2 / -14.2	eV
relative energy (zero: lowest compared OMol25 entry of this formula, charge and spin)	0.8477	eV
E_LUMO (alpha / beta)	-4.26 / -8.14	eV
charge	+1

Cartesian coordinates (Å):
C 0.183 1.666 3.880
C 1.534 1.852 3.152
H -0.089 2.664 4.224
H -0.578 1.274 3.220
H 0.321 1.074 4.780
H 2.160 0.951 3.206
H 2.249 2.543 3.613
H 1.383 2.220 2.139
C 1.191 0.221 -0.054
C 2.452 0.300 -0.840
C 0.014 -0.417 -0.726
C -0.710 -1.376 -0.039
C -0.388 0.044 -2.015
C -1.766 -1.954 -0.742
C -1.602 -0.292 -2.589
C -2.298 -1.299 -1.889
H 1.278 -0.173 0.959
H 0.844 1.257 0.187
H 2.975 -0.654 -0.901
H -0.668 -1.470 1.038
H 0.345 0.610 -2.579
H -2.161 -2.895 -0.380
H -2.016 0.198 -3.453
H -3.202 -1.694 -2.339
H 3.186 0.879 -0.251
H 2.537 0.807 -1.799

[6]
ORCA calculation (ωB97M-V/def2-TZVPD) on a molecular structure, C4H12N2.

## Properties
HOMO energy	-6.6	eV
relative energy (zero: lowest compared OMol25 entry of this formula, charge and spin)	6.3305	eV
E_LUMO	-0.28	eV
charge	0

Cartesian coordinates (Å):
C 2.120 -0.946 -0.456
C 0.655 -0.535 -0.207
C 0.288 0.579 -1.122
C -0.964 1.164 -0.971
N -1.938 0.655 -0.132
N 0.272 -0.324 1.161
H 2.740 -0.053 -0.336
H 2.416 -1.691 0.294
H 2.200 -1.400 -1.449
H 0.047 -1.379 -0.599
H 0.783 0.873 -2.047
H -0.020 1.665 -0.287
H -1.376 1.903 -1.659
H -1.408 -0.680 3.256
H -2.146 -0.816 3.196
H -1.444 0.113 0.634
H -2.671 0.206 -0.667
H 0.446 0.665 1.393

[7]
ORCA calculation (ωB97M-V/def2-TZVPD) on 2 unconnected molecules or ions with the total composition C5H13N3.

## Properties
structure (SMILES)	N/C=C/N.C=CCN
HOMO energy	-8.2	eV
relative energy (zero: lowest compared OMol25 entry of this formula, charge and spin)	1.9798	eV
E_LUMO	1.03	eV
charge	0

Cartesian coordinates (Å):
C 2.116 -2.266 0.192
C 1.777 -0.988 0.127
N 2.127 -0.044 1.142
N 1.785 -3.189 -0.828
H 2.614 -2.676 1.067
H 1.246 -0.636 -0.754
H 1.390 0.117 1.814
H 2.370 0.850 0.734
H 1.834 -4.145 -0.510
H 2.325 -3.104 -1.677
N -1.508 -0.179 -0.286
C -2.339 0.959 0.134
C -1.510 3.147 -0.726
C -1.508 2.206 0.201
H -2.067 -1.021 -0.364
H -0.817 -0.373 0.432
H -2.858 0.795 1.084
H -3.107 1.108 -0.627
H -0.871 4.011 -0.617
H -2.132 3.083 -1.607
H -0.868 2.344 1.069

[8]
ORCA calculation (ωB97M-V/def2-TZVPD) on a single C3H5ClFN molecule.

## Properties
structure (SMILES)	NC/C(Cl)=C\F
HOMO energy	-9.4	eV
relative energy (zero: lowest compared OMol25 entry of this formula, charge and spin)	0.0412	eV
E_LUMO	0.95	eV
charge	0

Cartesian coordinates (Å):
C -0.078 -0.152 0.822
C -0.362 0.640 -0.445
C -1.059 0.202 -1.478
H 1.827 -0.756 0.247
H 1.641 -0.770 1.830
H -0.452 0.274 1.731
H -0.550 -1.146 0.700
H -1.180 0.812 -2.312
N 1.366 -0.247 0.984
F -1.615 -1.016 -1.469
Cl 0.462 2.158 -0.612

[9]
ORCA calculation (ωB97M-V/def2-TZVPD) on a single C2H8BN molecule.

## Properties
structure (SMILES)	CB(C)N
HOMO energy	-10.4	eV
relative energy (zero: lowest compared OMol25 entry of this formula, charge and spin)	0.3157	eV
E_LUMO	0.65	eV
charge	0

Cartesian coordinates (Å):
B 0.061 0.066 -0.053
C 1.585 -0.156 -0.628
C -1.613 -0.072 -0.519
N 0.022 0.278 1.363
H -1.973 0.903 -0.962
H 1.792 -1.198 -0.355
H 1.526 -0.047 -1.758
H 2.343 0.407 -0.141
H -1.786 -0.888 -1.200
H -1.991 -0.374 0.441
H 0.786 0.542 1.929
H -0.753 0.539 1.881

[10]
ORCA calculation (ωB97M-V/def2-TZVPD) on a molecular structure, C4H7N3S2.

## Properties
HOMO energy	-8.0	eV
relative energy (zero: lowest compared OMol25 entry of this formula, charge and spin)	0.2574	eV
E_LUMO	0.66	eV
charge	0

Cartesian coordinates (Å):
C -0.039 0.330 -0.325
C -0.823 0.191 -1.428
C -0.632 1.293 0.622
C 1.317 -1.689 1.126
N -2.060 0.714 -1.389
N -0.487 -0.475 -2.553
N -0.075 1.752 1.772
S -2.196 1.592 0.013
S 1.611 -0.331 -0.034
H 0.750 -1.330 1.975
H 2.179 -1.982 1.445
H 0.664 -2.429 0.644
H 0.484 -0.915 -2.554
H -1.252 -0.902 -3.160
H 0.894 1.510 1.721
H -0.334 2.672 2.126

[11]
ORCA calculation (ωB97M-V/def2-TZVPD) on 2 unconnected molecules or ions with the total composition H6N4P2.

## Properties
structure (SMILES)	[H]/N=P/N.[H]/N=P/N
HOMO energy	-8.9	eV
relative energy (zero: lowest compared OMol25 entry of this formula, charge and spin)	1.3899	eV
E_LUMO	0.12	eV
charge	0

Cartesian coordinates (Å):
N -0.986 -0.454 -2.113
N 1.124 0.035 2.419
N 1.772 -1.044 0.390
N -1.650 0.899 -0.127
P 1.215 0.463 0.945
P -0.730 0.969 -1.510
H -0.893 -0.769 -3.093
H 0.878 0.777 3.099
H 1.239 -1.763 0.717
H 2.053 -1.170 -0.607
H -2.313 0.195 -0.203
H -1.710 1.862 0.083

[12]
ORCA calculation (ωB97M-V/def2-TZVPD) on 3 unconnected molecules or ions with the total composition C12H10F3N4O8S.

## Properties
HOMO energy	-2.0	eV
E_LUMO	0.42	eV
charge	-1

Cartesian coordinates (Å):
O 3.245 -2.581 -0.721
S 2.783 -1.297 -1.184
O 2.896 -0.129 -0.345
C 3.778 -0.866 -2.785
F 5.094 -0.906 -2.496
F 3.506 -1.763 -3.760
F 3.445 0.369 -3.219
C 1.031 -1.429 -1.623
C 0.297 -0.265 -1.934
C -1.044 -0.434 -2.247
N -1.870 0.418 -2.974
O -1.788 1.571 -3.361
O -2.967 -0.388 -3.373
N -2.862 -1.676 -2.862
C -1.675 -1.693 -2.197
C -0.952 -2.858 -1.728
N -1.557 -4.178 -1.618
O -2.797 -4.319 -1.714
O -0.799 -5.150 -1.371
C 0.415 -2.682 -1.437
H 0.727 0.733 -1.937
H 0.997 -3.509 -1.024
O 0.028 4.700 3.252
C 0.325 4.255 2.196
C 0.363 2.180 2.777
C -0.263 1.823 4.112
C -1.584 1.136 3.736
C -1.684 1.180 2.194
N -0.405 1.749 1.771
O 0.613 4.056 1.035
H 1.487 2.329 2.707
H 0.401 1.161 4.683
H -0.425 2.714 4.735
H -1.595 0.097 4.077
H -2.444 1.625 4.195
H -1.824 0.165 1.768
H -2.566 1.770 1.869
H -0.331 2.091 0.803

[13]
ORCA calculation (ωB97M-V/def2-TZVPD) on 2 unconnected molecules or ions with the total composition C3H7Cl2P.

## Properties
HOMO energy	-8.5	eV
relative energy (zero: lowest compared OMol25 entry of this formula, charge and spin)	2.9686	eV
E_LUMO	-0.35	eV
charge	0

Cartesian coordinates (Å):
C -0.206 -1.367 -1.667
C -0.090 0.045 -1.007
C 0.904 0.822 -1.829
P 0.178 1.044 2.621
Cl 2.457 0.823 -1.248
Cl -1.487 2.113 2.482
H -0.564 -1.166 -2.665
H -0.986 -1.943 -1.251
H 0.727 -1.974 -1.571
H -1.114 0.529 -0.925
H 0.195 -0.105 0.121
H 0.268 1.331 4.044
H -0.285 -0.149 2.896

[14]
ORCA calculation (ωB97M-V/def2-TZVPD) on a molecular structure, C38H49Cl36FN2O.

## Properties
HOMO energy	-10.3	eV
E_LUMO	-0.02	eV
charge	0

Cartesian coordinates (Å):
C 4.000 -2.155 -3.814
C 2.835 -2.447 -3.904
C 1.359 -2.545 -4.012
C 0.631 -1.495 -3.072
C 1.539 -0.313 -3.043
N 2.001 0.753 -2.834
C 0.513 -2.179 -1.694
C 1.734 -1.919 -0.778
O 1.587 -0.740 -0.011
C -0.730 -1.172 -3.740
C -1.313 -2.504 -4.126
N -1.709 -3.591 -4.377
C -1.783 -0.499 -2.805
C -1.223 0.544 -1.819
C -2.257 0.661 -0.630
C -1.913 1.811 0.345
C -1.884 1.314 1.807
C -0.513 0.783 2.293
C 0.702 1.614 1.844
C 0.619 3.072 2.319
C 2.032 3.731 2.241
C 2.000 5.107 1.538
C 2.063 4.929 -0.006
C 3.156 5.814 -0.676
C 3.924 5.111 -1.845
C 5.450 5.352 -1.713
C 6.260 4.107 -1.235
C 6.982 3.411 -2.419
C 6.814 1.872 -2.454
C 5.340 1.412 -2.427
C -0.621 -0.377 -5.071
C -0.606 1.146 -4.931
F -1.755 -0.692 -5.807
H 4.987 -1.788 -3.693
H 1.088 -3.556 -3.721
H 1.132 -2.395 -5.066
H 0.408 -3.262 -1.762
H -0.344 -1.825 -1.116
H 2.675 -1.898 -1.334
H 1.805 -2.750 -0.072
H 2.024 -0.005 -0.454
H -2.314 -1.270 -2.250
H -2.522 -0.006 -3.441
H -0.278 0.281 -1.345
H -1.168 1.529 -2.280
H -3.222 0.879 -1.105
H -2.371 -0.330 -0.155
H -1.023 2.367 0.049
H -2.747 2.520 0.282
H -2.582 0.471 1.858
H -2.295 2.058 2.493
H -0.352 -0.276 2.071
H -0.532 0.836 3.391
H 0.777 1.556 0.752
H 1.617 1.149 2.221
H -0.126 3.653 1.771
H 0.305 3.045 3.368
H 2.465 3.766 3.244
H 2.676 3.071 1.651
H 2.889 5.673 1.832
H 1.113 5.653 1.864
H 1.085 5.198 -0.416
H 2.253 3.886 -0.276
H 2.635 6.675 -1.098
H 3.891 6.114 0.071
H 3.593 5.574 -2.778
H 3.657 4.054 -1.884
H 5.838 5.633 -2.696
H 5.678 6.197 -1.060
H 5.658 3.426 -0.636
H 7.038 4.506 -0.577
H 6.628 3.776 -3.385
H 8.053 3.600 -2.328
H 7.337 1.376 -1.631
H 7.262 1.523 -3.388
H 4.681 2.083 -1.880
H 5.226 0.410 -2.005
H 4.982 1.355 -3.458
H 0.230 -0.665 -5.690
H -1.619 1.547 -4.930
H -0.081 1.554 -5.797
H -0.056 1.494 -4.062
C -4.281 3.701 -4.197
Cl -3.223 3.507 -2.794
Cl -5.747 4.562 -3.712
Cl -3.437 4.626 -5.446
Cl -4.708 2.104 -4.833
C 3.448 1.829 6.592
Cl 3.236 1.567 4.856
Cl 2.147 1.008 7.465
Cl 5.007 1.170 7.103
Cl 3.394 3.560 6.943
C -0.551 -1.274 10.193
Cl 0.248 -0.945 11.735
Cl -2.174 -0.573 10.208
Cl 0.387 -0.566 8.867
Cl -0.655 -3.015 9.927
C -3.771 -3.738 -0.099
Cl -3.215 -5.053 0.948
Cl -3.071 -3.938 -1.699
Cl -5.535 -3.770 -0.199
Cl -3.243 -2.174 0.567
C -4.127 -8.173 -2.523
Cl -3.888 -9.300 -3.869
Cl -3.307 -6.650 -2.886
Cl -5.861 -7.881 -2.323
Cl -3.464 -8.878 -1.043
C -7.242 7.900 -1.650
Cl -6.189 7.713 -0.242
Cl -8.712 8.761 -1.180
Cl -6.395 8.815 -2.903
Cl -7.669 6.302 -2.279
C 1.056 -5.628 6.975
Cl 0.931 -5.737 5.211
Cl -0.286 -6.501 7.726
Cl 2.592 -6.330 7.498
Cl 0.972 -3.935 7.465
C -3.398 -8.327 5.229
Cl -3.912 -8.533 6.910
Cl -1.862 -7.463 5.192
Cl -3.217 -9.913 4.467
Cl -4.615 -7.388 4.353
C -7.784 -9.963 1.028
Cl -6.500 -9.364 2.081
Cl -8.724 -11.187 1.896
Cl -8.843 -8.620 0.575
Cl -7.098 -10.684 -0.430

[15]
ORCA calculation (ωB97M-V/def2-TZVPD) on a gas-phase ion, C2H6N3P (charge +2).

## Properties
structure (SMILES)	N/C=[NH+]\C=[N+]=P
HOMO energy	-20.1	eV
relative energy (zero: lowest compared OMol25 entry of this formula, charge and spin)	0.8246	eV
E_LUMO	-10.62	eV
charge	+2

Cartesian coordinates (Å):
C 1.127 0.874 -0.788
C 0.059 -0.716 0.837
N 0.278 0.955 -1.716
N 1.076 0.104 0.282
N -1.180 -0.813 0.914
P -2.622 -1.439 1.043
H 1.991 1.545 -0.737
H 0.517 -1.649 1.259
H 0.389 1.270 -2.714
H 1.763 0.243 0.957
H -0.540 0.298 -1.609
H -2.858 -0.671 2.273

[16]
ORCA calculation (ωB97M-V/def2-TZVPD) on 2 unconnected molecules or ions with the total composition C3H5N3O.

## Properties
structure (SMILES)	CN=C=N.N=C=O
HOMO energy	-9.3	eV
relative energy (zero: lowest compared OMol25 entry of this formula, charge and spin)	2.4358	eV
E_LUMO	0.79	eV
charge	0

Cartesian coordinates (Å):
C -1.292 -1.108 -0.270
C 2.361 0.328 -0.085
C -0.947 1.157 0.100
N -1.834 -2.053 -0.736
N 2.369 -0.483 0.806
N -0.708 -0.215 0.276
O 2.383 1.173 -0.903
H -1.202 1.469 1.121
H -0.020 1.702 0.122
H -1.676 1.600 -0.532
H -1.813 -2.599 -1.568
H 2.378 -0.971 1.670

[17]
ORCA calculation (ωB97M-V/def2-TZVPD) on a molecular structure, CuH14O7.

## Properties
expectation value of S²	0.751
multiplicity	2
HOMO energy (alpha / beta)	-19.6 / -19.6	eV
relative energy (zero: lowest compared OMol25 entry of this formula, charge and spin)	0.6329	eV
E_LUMO (alpha / beta)	-7.19 / -10.15	eV
charge	+2

Cartesian coordinates (Å):
Cu 0.094 -0.259 0.110
O -1.805 -0.574 -0.872
H -2.553 -0.964 -0.468
H -1.970 -0.012 -1.636
O -0.784 0.067 1.882
H -1.771 -0.053 2.008
H -0.744 0.929 2.330
O -0.480 -2.418 0.562
H -0.058 -3.039 0.021
H -1.300 -2.779 0.891
O 0.723 0.349 -1.758
H 1.223 -0.125 -2.375
H 0.831 1.245 -2.059
O 1.550 1.385 0.826
H 1.372 2.317 0.851
H 2.327 1.243 0.291
O -1.082 2.166 -0.005
H -1.986 2.401 -0.115
H -0.623 2.629 -0.705
O 2.086 -1.248 0.194
H 2.775 -1.103 -0.467
H 2.175 -2.157 0.495

[18]
ORCA calculation (ωB97M-V/def2-TZVPD) on a single C5H3F molecule.

## Properties
HOMO energy	-8.9	eV
relative energy (zero: lowest compared OMol25 entry of this formula, charge and spin)	4.6275	eV
E_LUMO	-0.71	eV
charge	0

Cartesian coordinates (Å):
C 0.855 0.924 -0.191
C 1.040 1.874 -0.881
C -1.003 -1.017 0.065
C 0.416 -0.392 0.408
C 0.223 -1.906 0.359
F 1.229 2.996 -1.464
H -1.602 -1.154 0.993
H -1.482 -0.975 -0.850
H 0.323 -0.350 1.562